Record 1
Molecular formula: C39H81O15PS
Method: DFT, the ωB97M-V functional and the def2-TZVPD basis

```
137
Properties=species:S:1:pos:R:3:forces:R:3
C 4.7193 -0.4262 -1.4146 -0.631 0.407 -0.283
C 4.7667 0.4759 -0.0892 -1.089 -1.169 -0.910
C 5.0347 2.0533 -0.3234 -1.424 -0.011 1.698
C 3.6961 2.7599 0.2094 0.060 1.154 0.344
C 3.5387 4.3181 -0.1322 -1.379 -0.269 0.747
C 2.2892 4.9404 0.7106 0.160 0.217 -2.315
O 2.6154 5.1963 2.1029 -2.322 -1.003 -0.078
C 1.3347 5.1588 2.7790 -1.742 3.052 0.125
C 0.8613 3.7595 3.3961 1.148 0.053 0.074
O 0.6675 6.2228 2.8344 2.523 -4.449 -0.006
O 6.0757 2.3639 0.6915 2.626 -1.071 -2.721
C 7.2756 1.9147 -0.0078 3.645 -1.565 1.449
O 8.3914 1.6496 0.5191 -5.804 1.472 -2.385
O 7.0256 1.7381 -1.4379 -0.672 1.367 3.843
C 5.8165 2.5823 -1.5949 -0.184 -1.525 -1.004
C 5.3142 2.3601 -3.0907 0.102 0.190 -0.209
C 3.7359 2.4727 -3.3458 -0.070 -0.601 -1.672
C 3.4174 3.5642 -4.5219 -0.408 0.362 0.578
C 2.9455 4.9955 -3.9600 0.327 0.520 -0.923
C 1.3763 5.1235 -3.6379 -0.276 -0.178 0.489
C 0.7044 3.8193 -2.9853 -0.358 -0.363 0.600
C -0.9215 3.8518 -2.9786 0.253 0.578 -0.133
C -1.5711 3.6203 -1.5293 -0.417 -0.461 -0.211
C -1.1800 2.2184 -0.8336 0.049 0.766 0.812
C -2.2299 1.0303 -1.1062 -0.193 1.201 -0.919
O -1.6295 -0.2685 -1.3391 0.092 0.821 1.640
C -0.6374 -0.5988 -0.3367 1.528 -0.247 0.097
P 6.6422 4.3350 -1.5548 0.389 0.293 -1.560
S 8.3594 4.2184 -2.4878 -0.378 0.200 0.506
H 3.8949 -0.0004 -2.1132 1.451 -0.740 1.024
H 4.4065 -1.5089 -1.1850 0.637 1.670 -0.192
H 5.7233 -0.4056 -1.9616 -1.478 -0.151 0.815
H 3.7105 0.4033 0.3880 1.841 0.087 -0.693
H 5.4752 -0.0254 0.6540 -0.668 1.186 -1.030
H 2.7199 2.2434 -0.1491 1.828 0.640 0.365
H 3.7130 2.6592 1.3647 0.078 -0.002 -1.876
H 3.2171 4.3951 -1.2339 0.738 0.197 1.637
H 4.4470 4.9692 0.1114 -1.177 -1.059 -0.432
H 2.0105 5.9220 0.1545 0.378 -1.382 1.241
H 1.3514 4.2633 0.6036 1.554 0.791 0.267
H 1.7096 2.9947 3.2663 -1.280 1.177 0.156
H -0.0787 3.3417 2.8992 1.218 0.943 0.720
H 0.7016 3.9033 4.5276 0.042 -0.119 -1.861
H 5.7110 1.3439 -3.4675 -0.640 1.629 0.811
H 5.8408 3.1505 -3.7562 -0.726 -1.314 1.158
H 3.0878 2.6221 -2.4197 1.085 -0.010 -1.252
H 3.4031 1.4588 -3.8053 0.507 1.578 0.961
H 2.5898 3.1528 -5.1976 1.138 0.590 0.897
H 4.3359 3.7528 -5.1889 -1.275 -0.566 1.114
H 3.6318 5.3324 -3.0873 -1.298 -0.667 -1.265
H 3.1630 5.7606 -4.8074 -0.343 -1.161 1.449
H 1.2113 6.0040 -2.8996 0.238 -1.392 -1.234
H 0.7854 5.3871 -4.5864 1.013 -0.428 1.226
H 0.9957 2.8294 -3.4926 -0.125 1.651 0.592
H 1.0784 3.7345 -1.8883 -0.603 0.115 -1.675
H -1.2478 4.8913 -3.3630 0.392 -1.564 0.661
H -1.3282 3.0954 -3.7572 0.646 1.105 1.425
H -2.7100 3.6303 -1.6640 1.494 0.135 0.291
H -1.3096 4.4726 -0.8028 -0.249 -1.160 -1.259
H -0.0982 1.9771 -1.1226 -1.611 -0.014 0.303
H -1.1798 2.4181 0.3099 0.161 -0.385 -1.809
H -3.0138 1.0370 -0.2590 1.256 -0.322 -1.109
H -2.7998 1.3003 -2.0784 0.919 -0.666 1.496
H 0.3993 -0.3161 -0.7765 -1.508 -0.380 0.887
H -0.7610 -0.0472 0.6613 -0.076 -0.723 -1.459
H -0.5717 -1.7310 -0.1104 -0.589 1.758 -0.605
H 5.7966 5.1529 -2.4100 -0.014 -0.461 1.251
H 6.7266 4.8783 -0.2338 -0.478 -0.237 -0.532
C -5.1633 -2.5599 -2.9005 0.051 -0.083 -0.440
O -4.0118 -2.8980 -3.6512 -0.078 -0.118 0.499
C -2.7945 -2.4340 -3.0775 -0.062 -0.364 -0.122
C -1.7325 -3.5331 -3.0388 0.053 0.165 0.011
O -1.9945 -4.6204 -2.1492 -0.242 0.054 -0.283
C -3.0992 -5.4723 -2.4605 0.011 -0.187 0.114
C -2.9720 -6.2841 -3.7496 -0.326 0.460 0.050
O -3.0624 -5.4508 -4.8991 0.633 -0.136 0.060
C -2.0679 -5.7172 -5.8756 -0.409 0.258 0.023
H -5.5096 -1.5606 -3.1814 -0.097 0.060 0.193
H -5.9471 -3.2835 -3.1398 0.063 0.086 -0.076
H -4.9809 -2.6076 -1.8243 0.051 0.068 0.054
H -2.9494 -2.0419 -2.0639 -0.027 -0.119 -0.236
H -2.4328 -1.6163 -3.7087 0.241 0.084 0.163
H -0.8069 -3.0765 -2.6729 -0.099 -0.001 0.146
H -1.5015 -3.9029 -4.0372 -0.231 0.019 -0.092
H -4.0335 -4.9143 -2.4294 -0.021 0.039 -0.271
H -3.1537 -6.1858 -1.6310 0.168 0.004 -0.042
H -3.8031 -6.9959 -3.8043 0.045 -0.136 0.250
H -2.0352 -6.8501 -3.7327 0.054 0.063 -0.046
H -1.0998 -5.9477 -5.4208 -0.018 -0.087 0.011
H -1.9467 -4.8158 -6.4820 -0.102 -0.090 0.025
H -2.3916 -6.5360 -6.5215 0.191 -0.125 -0.076
C 0.6993 -5.8507 -0.6791 0.212 -0.189 0.138
O 0.8031 -6.2321 0.6816 -0.423 0.003 -0.156
C -0.2260 -5.7001 1.5055 0.120 -0.340 0.033
C -0.8438 -6.7724 2.4039 -0.081 0.099 0.017
O -1.5985 -7.7840 1.7350 0.316 0.029 -0.042
C -0.8868 -8.6807 0.8801 -0.120 -0.132 -0.006
C 0.1215 -9.6000 1.5696 0.143 0.442 -0.305
O 1.2499 -8.8726 2.0404 -0.355 -0.111 0.527
C 1.6286 -9.2044 3.3670 0.186 0.251 -0.366
H 1.1909 -4.8848 -0.8317 -0.108 0.087 -0.176
H 1.2121 -6.6053 -1.2819 0.093 0.076 0.116
H -0.3381 -5.8030 -1.0144 0.021 0.142 0.017
H -1.0173 -5.2253 0.9071 0.123 -0.132 -0.004
H 0.2324 -4.9322 2.1377 -0.194 0.094 0.184
H -1.5567 -6.2696 3.0654 -0.083 -0.018 -0.156
H -0.1004 -7.2211 3.0618 0.208 0.025 -0.169
H -0.4336 -8.1403 0.0504 0.267 0.019 0.100
H -1.6551 -9.3198 0.4319 -0.031 0.011 0.182
H 0.4924 -10.3297 0.8413 -0.245 -0.113 -0.080
H -0.3756 -10.1440 2.3787 0.022 0.067 0.065
H 0.7598 -9.3753 4.0096 -0.007 -0.085 -0.025
H 2.1859 -8.3575 3.7760 0.019 -0.090 -0.103
H 2.2774 -10.0828 3.3593 -0.030 -0.127 0.201
C -2.8295 5.7630 4.5641 0.126 -0.222 -0.311
O -2.9519 4.3925 4.9066 -0.153 0.331 0.355
C -2.6141 4.1049 6.2576 -0.292 -0.196 -0.176
C -3.6666 3.2215 6.9289 0.047 0.038 0.125
O -4.9409 3.8284 7.1452 0.134 -0.071 -0.314
C -5.7186 4.1574 5.9924 -0.170 0.006 0.080
C -6.1957 2.9740 5.1503 0.393 0.358 -0.134
O -5.1138 2.3560 4.4624 -0.101 -0.408 0.470
C -5.1166 0.9398 4.5521 0.221 0.345 -0.250
H -1.8001 5.9805 4.2644 -0.012 0.217 0.044
H -3.4909 5.9597 3.7162 0.092 -0.093 0.023
H -3.1311 6.4202 5.3830 0.030 -0.004 0.078
H -2.4815 5.0248 6.8449 -0.081 -0.096 -0.137
H -1.6602 3.5673 6.2436 0.066 -0.071 0.277
H -3.2918 2.9725 7.9269 -0.061 0.165 0.007
H -3.7789 2.2689 6.4123 0.066 0.090 -0.247
H -5.2059 4.9007 5.3839 0.098 -0.172 -0.196
H -6.6106 4.6591 6.3821 0.038 -0.153 0.094
H -6.8927 3.3390 4.3879 -0.185 0.121 0.169
H -6.7274 2.2628 5.7899 0.084 -0.051 0.015
H -5.4266 0.5935 5.5424 -0.082 0.001 -0.026
H -4.0938 0.5932 4.3814 -0.090 0.060 -0.069
H -5.7647 0.5200 3.7799 -0.100 -0.208 0.077
```
Forces are in eV/Å.

HOMO level (eV): -8.708
LUMO energy (Ha): 0.002
Multiplicity: 1
SMILES: CC[C@@]1(CCCOC(C)=O)OC(=O)O[C@]1(CCCCCCCCCCOC)[PH2]=S.COCCOCCOC.COCCOCCOC.COCCOCCOC
Electronic energy (eV): -92580.8123
Largest force on an atom (eV Å⁻¹): 6.44
Gap between HOMO and LUMO (eV): 8.762
Net charge: 0



Record 2
Molecular formula: C39H84BN8O9
Method: DFT, the ωB97M-V functional and the def2-TZVPD basis

```
141
Properties=species:S:1:pos:R:3:forces:R:3
C -0.9620 1.8663 0.6462 1.970 1.573 -0.599
O -1.0931 0.5699 1.2903 -3.273 -0.725 -1.611
B -2.2691 -0.1384 0.8216 0.988 1.257 -0.297
O -2.8865 0.1077 -0.4824 0.119 0.285 2.730
N -2.8560 -1.1537 1.7099 -0.214 -1.054 -1.652
C -1.9950 -1.6861 2.7828 2.554 -0.361 1.703
N -1.8979 -0.7656 3.9810 0.594 -1.298 -0.128
C -3.8541 -2.0352 1.1506 -0.692 -0.725 -0.254
N -5.2839 -1.8334 1.3714 2.268 0.241 -0.236
C -5.8082 -2.4178 2.6344 -1.130 -1.835 0.811
C -4.9315 -3.6121 3.2728 -1.496 0.036 0.814
C -5.9179 -4.5242 4.2081 1.514 -0.537 0.572
N -7.0381 -3.7414 4.8158 -0.508 -1.478 -0.868
C -5.7790 -0.4771 1.0504 -0.601 1.877 -0.174
C -5.5172 0.6682 2.1428 -1.404 0.323 0.415
C -5.9229 2.1590 1.6140 0.221 0.527 1.491
C -6.5757 2.9017 2.9148 0.595 -0.978 0.158
C -4.6122 3.0526 1.2414 -0.775 -0.250 0.691
N -3.5344 -3.1000 0.3945 -0.845 1.110 1.458
C -4.6431 -3.9464 -0.1957 -0.413 -0.376 -1.089
C -5.3383 -3.2012 -1.4653 -1.864 -3.565 -1.635
O -6.0059 -3.9692 -2.2191 2.664 3.549 2.990
C -2.1492 -3.5339 0.0753 1.919 -1.487 -0.821
C -1.7938 -5.0212 0.5796 0.504 -4.033 0.765
C -1.5036 -5.4061 2.0593 0.091 -2.665 -1.737
C -1.2059 -6.8822 2.5131 -0.700 0.340 -3.457
C -1.1859 -8.0538 1.4849 -0.709 4.196 -0.960
C -1.4261 -7.6855 -0.0024 -0.107 2.434 2.792
C -1.7234 -6.2074 -0.4586 0.249 -0.898 2.269
C -1.9458 -6.0146 -2.0419 1.083 -0.511 0.357
H -1.6900 2.6634 1.0175 0.728 -1.399 -0.371
H 0.0958 2.2525 0.9171 -1.752 -0.652 -0.365
H -0.9795 1.8237 -0.5046 -0.197 -0.190 1.816
H -3.4924 0.8765 -0.3517 0.648 -0.570 -0.485
H -0.9121 -1.7559 2.3736 -1.793 -0.014 0.484
H -2.2435 -2.7254 3.1790 -0.264 1.390 -1.212
H -0.8799 -0.6250 4.1497 -1.115 0.204 -0.247
H -2.2102 -1.2724 4.8347 0.041 0.540 -0.922
H -6.0155 -1.6793 3.4802 0.516 -0.735 -1.398
H -6.8372 -2.8896 2.3773 1.553 0.908 0.239
H -4.4815 -4.3352 2.5156 -0.251 1.216 1.047
H -4.1858 -3.1410 3.9962 -0.669 -0.774 -1.257
H -5.2460 -4.8813 5.0785 -1.094 0.453 -1.384
H -6.2520 -5.4887 3.6695 0.444 1.572 0.511
H -7.7956 -3.7682 4.0988 0.579 0.320 0.882
H -7.4319 -4.3276 5.5819 0.471 0.707 -0.632
H -5.3817 -0.0975 0.0369 -0.468 -1.013 1.463
H -6.9281 -0.5454 0.9175 1.859 -0.074 0.210
H -4.4803 0.6667 2.6193 -1.287 -0.061 -0.898
H -6.2590 0.4645 3.0104 1.306 0.203 -1.329
H -6.7015 2.1340 0.7765 1.187 -0.109 1.046
H -6.9296 3.9615 2.6858 0.435 -1.523 0.328
H -7.4043 2.2503 3.3913 1.086 1.253 -0.957
H -5.7314 2.9254 3.7092 -1.360 0.218 -1.228
H -4.4787 3.2081 0.1164 0.045 -0.242 1.600
H -3.7279 2.5371 1.7546 -0.986 0.802 -1.006
H -4.7269 4.0727 1.7762 0.268 -1.560 -1.204
H -5.4181 -4.2637 0.5824 1.094 0.799 -1.170
H -4.2313 -4.9333 -0.6383 -0.258 1.815 0.878
H -5.1940 -2.0867 -1.6839 -0.096 -1.303 0.449
H -2.0627 -3.5356 -1.0794 -0.243 0.002 1.922
H -1.3161 -2.8561 0.4506 -1.589 -0.512 -0.272
H -1.4931 -4.6300 2.8904 -0.032 -1.082 -1.376
H -1.0126 -7.1630 3.6121 -0.363 0.861 -1.926
H -0.9969 -9.1257 1.8648 -0.331 1.979 -0.915
H -1.3964 -8.5166 -0.7780 -0.060 1.399 1.063
H -3.0269 -6.1604 -2.3784 1.378 0.449 0.589
H -1.3348 -6.8442 -2.5706 -1.037 1.345 0.907
H -1.4915 -5.0266 -2.4275 -0.958 -1.494 0.646
C 6.2190 1.0082 -1.8956 -0.038 -0.146 0.130
O 6.0003 0.4724 -0.5968 -0.063 0.430 -0.018
C 5.2355 1.3320 0.2481 -0.142 -0.540 0.335
C 3.8455 0.7460 0.5001 0.151 0.239 -0.316
N 3.0187 0.7951 -0.7066 0.020 -0.227 0.077
C 1.7880 0.0106 -0.6134 0.263 0.033 -0.157
C 1.9235 -1.5077 -0.4125 -0.281 0.121 -0.213
O 2.4731 -2.1940 -1.5282 -0.069 0.032 0.391
C 3.8920 -2.1955 -1.5844 -0.018 -0.131 -0.302
H 6.9597 0.3847 -2.3993 -0.079 -0.011 0.097
H 5.3018 0.9883 -2.4849 0.130 0.151 -0.036
H 6.6064 2.0307 -1.8416 -0.008 -0.001 -0.005
H 5.1722 2.3506 -0.1462 -0.049 -0.081 -0.173
H 5.7652 1.3814 1.2031 -0.037 0.036 0.041
H 3.3518 1.3155 1.2950 0.016 -0.010 -0.018
H 3.9798 -0.2838 0.8487 0.138 -0.001 0.181
H 3.5593 0.4432 -1.4912 -0.050 0.143 0.088
H 1.2425 0.1776 -1.5472 -0.074 -0.109 0.027
H 1.1698 0.4233 0.1904 0.123 -0.148 0.047
H 0.9088 -1.9062 -0.2921 -0.030 -0.012 -0.058
H 2.4569 -1.7689 0.5079 0.170 0.073 -0.048
H 4.3486 -2.2074 -0.5907 -0.041 0.116 -0.044
H 4.2455 -1.3375 -2.1591 0.206 0.052 0.184
H 4.2107 -3.0946 -2.1191 -0.141 0.022 0.078
C 5.4363 2.6605 -8.9754 -0.263 0.056 0.099
O 4.2770 1.8519 -8.8416 0.412 -0.050 -0.212
C 4.4410 0.5330 -9.3652 -0.454 -0.267 0.345
C 4.4745 -0.4979 -8.2353 0.347 0.373 -0.101
N 5.7070 -0.3935 -7.4535 -0.249 0.001 0.070
C 5.6849 -1.1549 -6.2031 0.040 0.305 -0.044
C 4.6369 -0.7633 -5.1484 0.344 -0.314 0.123
O 4.8533 0.5152 -4.5613 -0.388 -0.227 -0.385
C 4.3367 1.6073 -5.3069 0.174 0.180 0.251
H 5.1622 3.6878 -8.7293 -0.070 -0.111 -0.007
H 6.2183 2.3411 -8.2814 0.186 0.017 -0.108
H 5.8173 2.6400 -10.0008 0.058 -0.023 0.061
H 5.3233 0.4494 -10.0063 0.082 0.091 0.148
H 3.5637 0.3334 -9.9857 0.009 -0.028 -0.017
H 4.4061 -1.5040 -8.6623 0.016 0.034 0.030
H 3.5911 -0.3303 -7.6096 -0.194 -0.041 -0.133
H 5.8704 0.5819 -7.2257 -0.004 -0.158 -0.098
H 6.6741 -1.0377 -5.7512 -0.070 -0.063 0.080
H 5.5718 -2.2182 -6.4419 -0.089 0.051 0.014
H 4.7253 -1.4829 -4.3279 0.037 0.063 -0.045
H 3.6090 -0.8553 -5.5153 0.009 0.159 -0.110
H 3.4246 1.3465 -5.8512 0.115 -0.037 -0.056
H 5.0973 1.9873 -5.9915 -0.176 0.063 -0.185
H 4.1005 2.4152 -4.6085 0.017 -0.140 0.035
C 2.0195 7.9831 1.9948 0.296 -0.014 0.102
O 2.6229 7.7714 3.2619 -0.459 0.100 -0.163
C 1.6875 7.7575 4.3414 0.369 -0.330 0.396
C 1.5480 6.3476 4.9187 -0.116 0.184 -0.443
N 0.8557 5.4552 3.9877 0.157 -0.043 0.082
C 0.9299 4.0395 4.3539 0.131 0.160 -0.227
C 2.3214 3.3871 4.4021 -0.326 -0.324 -0.007
O 2.9483 3.2635 3.1314 0.012 0.116 0.296
C 3.6393 4.4236 2.6928 0.036 -0.214 -0.291
H 2.8133 8.1675 1.2689 0.000 -0.023 0.130
H 1.4631 7.0982 1.6736 -0.181 0.062 -0.099
H 1.3570 8.8536 2.0120 -0.039 -0.070 -0.026
H 0.7155 8.1669 4.0515 0.024 -0.112 -0.151
H 2.0993 8.4068 5.1179 -0.028 -0.002 0.019
H 0.9828 6.3954 5.8554 0.016 -0.018 -0.044
H 2.5554 5.9826 5.1447 0.078 0.141 0.161
H 1.2626 5.5636 3.0642 -0.071 0.034 0.159
H 0.3314 3.4966 3.6161 0.043 -0.101 0.055
H 0.4366 3.9017 5.3227 0.098 0.026 0.010
H 2.1816 2.3622 4.7623 0.014 0.030 -0.063
H 2.9917 3.8668 5.1230 0.010 0.159 -0.109
H 4.0765 4.9870 3.5219 -0.127 0.015 -0.026
H 2.9722 5.0584 2.1063 0.110 0.231 0.075
H 4.4483 4.1073 2.0286 -0.073 -0.075 0.104
```
Forces are in eV/Å.

HOMO level (eV): -9.948
LUMO energy (Ha): -0.131
Multiplicity: 1
Electronic energy (eV): -72814.1486
Largest force on an atom (eV Å⁻¹): 5.35
Gap between HOMO and LUMO (eV): 6.397
Net charge: +1
Energy above the lowest of the compared OMol25 structures with the same formula, charge and spin (kcal per mole): 119.2



Q: What is the HOMO level in the second record?
A: -9.948 eV